Entry 1:
The following is a quantum chemistry calculation of an isolated molecule of C31H52N2O5S, from the OMol25 dataset.

CARTESIAN COORDINATES (ANGSTROEM)
C1 3.9427 1.0378 -2.2451
C2 2.7296 1.2201 -2.7387
C3 1.4374 1.3201 -1.9630
C4 1.4137 2.7870 -1.4434
H1 0.4702 2.9949 -0.9434
H2 1.5312 3.4806 -2.2694
H3 2.2341 2.9519 -0.7494
C5 1.4366 0.5104 -0.6197
H4 2.3026 0.8943 -0.0766
H5 0.5663 0.8517 -0.0538
C6 1.4986 -1.0350 -0.4039
H6 2.5334 -1.3587 -0.2501
C7 0.8536 -1.8194 -1.5602
C8 1.9370 -1.7529 -2.6508
H7 2.2090 -0.7456 -2.9233
H8 1.6883 -2.3238 -3.5337
H9 2.8308 -2.2032 -2.2219
C9 0.4781 -3.3124 -1.4641
C10 1.6360 -4.3068 -1.4115
H10 2.1944 -4.3508 -2.3421
H11 2.3127 -4.0503 -0.5994
H12 1.2393 -5.3006 -1.2117
H13 -0.0806 -3.4703 -0.5382
C11 -0.4798 -3.6033 -2.6697
H14 -1.4398 -3.9162 -2.2549
H15 -0.0887 -4.4669 -3.2115
C12 -0.7615 -2.5027 -3.7341
H16 0.0260 -2.5037 -4.4872
H17 -1.6698 -2.8091 -4.2590
C13 -0.9513 -1.0678 -3.1725
C14 -0.5307 -1.1494 -1.7260
C15 -1.7274 -1.7259 -0.9977
O1 -1.7663 -2.2131 0.1064
C16 -2.9476 -1.4847 -1.8583
C17 -2.4475 -0.7124 -3.0744
H18 -2.9993 -0.9652 -3.9782
H19 -2.5613 0.3566 -2.8912
H20 -3.7101 -0.9524 -1.2886
H21 -3.3710 -2.4526 -2.1318
H22 -0.5285 -0.1462 -1.3047
C18 -0.1238 0.0318 -3.8840
H23 0.8179 -0.3882 -4.2260
C19 -0.8505 0.4665 -5.1675
H24 -1.7476 1.0462 -4.9610
H25 -1.1428 -0.4227 -5.7212
H26 -0.1913 1.0519 -5.8038
C20 0.2101 1.2776 -2.9779
O2 0.4828 2.3644 -3.8567
H27 -0.3455 2.6700 -4.2347
H28 -0.6845 1.5309 -2.3890
O3 0.7890 -1.2675 0.8202
C21 1.2344 -2.2230 1.6301
O4 2.2853 -2.7972 1.4989
C22 0.2372 -2.5475 2.7171
H29 0.6048 -3.4029 3.2828
H30 -0.7186 -2.7743 2.2518
S1 -0.0309 -1.2057 3.9244
C23 -1.7121 -0.5095 3.5145
C24 -2.0699 0.3626 4.7153
H31 -2.9891 0.9093 4.5148
H32 -2.2138 -0.2594 5.5950
H33 -1.2804 1.0775 4.9308
C25 -2.7462 -1.6130 3.3400
H34 -2.6510 -2.0999 2.3724
H35 -2.6508 -2.3550 4.1296
H36 -3.7442 -1.1815 3.3941
C26 -1.5915 0.3121 2.2342
N1 -0.6773 1.4124 2.4122
C27 -0.6376 2.4829 1.6125
O5 -1.3498 2.6315 0.6328
C28 0.3858 3.5221 2.0788
N2 1.5759 2.8060 2.5246
H37 1.9884 2.2994 1.7486
H38 2.2735 3.4544 2.8704
C29 -0.2078 4.3337 3.2496
C30 0.7137 5.4892 3.6401
H39 0.2534 6.0780 4.4300
H40 1.6713 5.1303 4.0097
H41 0.8890 6.1410 2.7862
C31 -1.5872 4.8790 2.8884
H42 -1.9872 5.4641 3.7134
H43 -1.5218 5.5174 2.0102
H44 -2.2829 4.0742 2.6682
H45 -0.3014 3.6550 4.1040
H46 0.5726 4.2102 1.2368
H47 0.0805 1.2949 3.0731
H48 -1.2578 -0.3412 1.4211
H49 -2.5663 0.7268 1.9549
H50 2.6186 1.4475 -3.7903
H51 4.1355 0.8313 -1.2060
H52 4.8102 1.0609 -2.8823

The total energy comes out at -2096.3355 Eh. The charge is 0. Its energy relative to the best compared isomer or geometry (same formula, charge and spin) is 0.0 kcal per mole. The value obtained for the HOMO-LUMO gap is 0.3443 Ha. For the LUMO energy, the calculation gives 0.642 eV. For the molar mass, the calculation gives 564.83 g/mol.

***

Entry 2:
The following is a quantum chemistry calculation of a cluster of 8 separate species, C31H52N7O23P2S in total in a non-equilibrium geometry, from the OMol25 dataset.

CARTESIAN COORDINATES (ANGSTROEM)
C1 -1.5684 1.7551 -0.0983
C2 -0.9168 2.8319 -0.9546
C3 0.1581 2.2390 -1.9197
C4 1.0746 3.3201 -2.5217
C5 0.9680 1.1918 -1.2312
C6 1.0191 -0.1649 -1.6583
P1 0.1016 -0.7534 -3.1450
N1 0.3246 0.0618 -4.4452
O1 -1.3635 -0.8828 -2.6330
O2 0.5416 -2.2540 -3.3842
N2 1.6872 -1.1273 -1.0874
N3 2.4282 -0.8175 -0.0371
C7 3.1619 -1.9263 0.5728
C8 2.3378 -2.7364 1.5906
N4 0.9404 -2.9674 1.1656
N5 2.2869 -2.0527 2.8744
N6 2.9383 -4.0260 1.7995
C9 2.4918 0.4245 0.4260
N7 3.3302 0.7240 1.5190
C10 1.7591 1.4642 -0.1172
P2 1.9095 3.0782 0.7362
S1 0.9714 2.9898 2.4393
H1 -2.5377 2.0876 0.2562
H2 -1.7587 0.8506 -0.6677
H3 -0.9958 1.5306 0.7946
H4 -1.6874 3.2531 -1.5852
H5 -0.5168 3.6420 -0.3619
H6 -0.4177 1.8386 -2.7370
H7 1.1220 4.2334 -1.9462
H8 0.6918 3.5912 -3.4955
H9 2.0694 2.9233 -2.6915
H10 0.9497 0.8517 -4.3282
H11 -1.9602 -1.1849 -3.3385
H12 1.2923 -2.2271 -3.9896
H13 3.3826 -2.5949 -0.2495
H14 4.1036 -1.5886 0.9740
H15 0.4441 -2.0796 1.1712
H16 0.8997 -3.2979 0.2055
H17 1.9090 -2.6745 3.5767
H18 1.6988 -1.2330 2.7900
H19 3.5661 -4.2995 1.0598
H20 3.3963 -4.0747 2.7060
H21 3.1659 0.1206 2.3167
H22 4.3075 0.7141 1.2546
H23 3.2843 3.2344 0.9324
H24 1.3934 4.0715 -0.0812
C11 2.0990 -6.5277 6.1001
C12 3.4760 -6.9883 6.5267
O3 4.3215 -6.3357 5.5603
C13 3.6696 -5.2678 5.0948
O4 4.1689 -4.4208 4.4050
O5 2.3902 -5.2503 5.4903
H25 1.4088 -6.4119 6.9291
H26 1.6511 -7.1805 5.3546
H27 3.7502 -6.6388 7.5222
H28 3.5986 -8.0656 6.4835
C14 5.4737 -0.6487 4.7222
C15 4.5364 -1.4348 5.6117
O6 4.8820 -0.9559 6.9153
C16 5.4378 0.2747 6.7840
O7 5.6792 1.0089 7.6788
O8 5.6793 0.5493 5.4719
H29 5.0450 -0.4230 3.7482
H30 6.4337 -1.1486 4.5816
H31 3.4872 -1.2042 5.4176
H32 4.6843 -2.5058 5.5350
C17 -3.5473 7.0661 0.2813
C18 -3.3354 5.6282 -0.1376
O9 -2.0493 5.6908 -0.7822
C19 -1.3849 6.7637 -0.2979
O10 -0.2336 6.9805 -0.5091
O11 -2.1958 7.5336 0.4519
H33 -4.1106 7.1649 1.2033
H34 -4.0280 7.6624 -0.4946
H35 -3.2715 4.9461 0.7130
H36 -4.0866 5.2735 -0.8218
C20 1.1330 4.2256 -8.0504
C21 0.2814 4.6808 -6.8832
O12 0.6583 3.7555 -5.8487
C22 1.8982 3.2872 -6.1508
O13 2.5673 2.6389 -5.4123
O14 2.2685 3.6563 -7.3896
H37 1.4371 5.0387 -8.7026
H38 0.6491 3.4514 -8.6476
H39 0.5233 5.6918 -6.5546
H40 -0.7847 4.6179 -7.0824
C23 -6.1962 1.5441 -1.6242
C24 -5.7858 1.3929 -0.1725
O15 -5.4331 2.7413 0.1752
C25 -6.0951 3.5745 -0.6655
O16 -6.1209 4.7581 -0.5479
O17 -6.6799 2.8985 -1.6602
H41 -6.9767 0.8509 -1.9241
H42 -5.3479 1.4594 -2.3108
H43 -6.6004 1.0597 0.4731
H44 -4.9344 0.7305 -0.0388
C26 -3.4998 0.1182 -7.0535
C27 -3.4689 1.6284 -6.9354
O18 -4.2671 1.8596 -5.7598
C28 -4.2435 0.7485 -5.0158
O19 -4.6471 0.6599 -3.8967
O20 -3.6733 -0.2794 -5.6815
H45 -2.5861 -0.3008 -7.4634
H46 -4.3502 -0.2433 -7.6309
H47 -2.4639 2.0120 -6.7550
H48 -3.8973 2.1350 -7.7950
C29 -2.1877 -7.2881 3.5152
C30 -2.9601 -6.8694 4.7508
O21 -2.3589 -7.6749 5.7710
C31 -1.1179 -8.0151 5.3644
O22 -0.2996 -8.5374 6.0492
O23 -0.9245 -7.6775 4.0678
H49 -2.0598 -6.4849 2.7950
H50 -2.6321 -8.1493 3.0148
H51 -2.8118 -5.8178 5.0009
H52 -4.0250 -7.0711 4.6810

The total energy comes out at -4407.0580 Eh. The charge is +1. Its energy relative to the best compared isomer or geometry (same formula, charge and spin) is 0.0 kcal per mole. The value obtained for the HOMO-LUMO gap is 0.2557 Ha. For the LUMO energy, the calculation gives -4.321 eV. For the molar mass, the calculation gives 984.80 g/mol.

***

Entry 3:
The following is a quantum chemistry calculation of a structure of composition C31H52O3P2RhS in a non-equilibrium geometry, from the OMol25 dataset.

CARTESIAN COORDINATES (ANGSTROEM)
Rh1 -0.0643 0.3130 -0.5277
C1 -1.7621 1.4993 -0.1315
C2 -2.3375 0.5871 -1.1203
C3 -2.0655 -0.6079 0.8377
C4 -1.6993 0.7510 1.1089
C5 -2.5595 -0.6752 -0.5000
C6 -1.7145 2.9866 -0.2441
H1 -1.3921 3.2964 -1.2425
H2 -1.0250 3.4012 0.4938
H3 -2.6964 3.4424 -0.0620
C7 -1.5417 1.3333 2.4587
H4 -1.2799 2.3914 2.4200
H5 -0.7597 0.7831 2.9983
H6 -2.4722 1.2439 3.0409
C8 -2.0109 -1.6937 1.8465
H7 -2.9241 -1.7420 2.4609
H8 -1.1715 -1.5070 2.5315
H9 -1.8717 -2.6797 1.3822
C9 -3.2596 -1.8198 -1.1364
H10 -4.3413 -1.6313 -1.2154
H11 -3.1305 -2.7388 -0.5573
H12 -2.8921 -1.9989 -2.1565
C10 -2.9032 1.0600 -2.4013
H13 -3.9097 1.4825 -2.2645
H14 -2.9800 0.2474 -3.1234
H15 -2.2776 1.8395 -2.8439
C11 1.4959 0.4701 -2.9404
C12 0.4083 1.2409 -3.1240
C13 -0.2002 1.4573 -4.4780
C14 -1.0855 0.3094 -5.0297
C15 -1.0933 -0.9565 -4.2158
C16 0.0046 -1.7242 -4.1044
C17 1.3156 -1.3857 -4.7521
C18 2.1600 -0.2576 -4.0816
H16 0.6068 1.6368 -5.2006
H17 -0.7352 0.0874 -6.0541
H18 -0.8081 2.3715 -4.4379
H19 2.4178 0.4665 -4.8706
H20 2.0092 0.4098 -1.9703
H21 -0.0377 1.8366 -2.3067
H22 3.1093 -0.6951 -3.7365
H23 1.9278 -2.3050 -4.7673
H24 -0.0659 -2.7560 -3.7473
H25 1.1515 -1.0976 -5.8075
H26 -2.1170 0.6788 -5.1279
H27 -2.0718 -1.3364 -3.9157
P1 1.6365 1.7007 0.4111
C19 1.4349 2.6851 1.9416
H28 2.2946 3.3614 2.0470
H29 1.4138 1.9940 2.7931
H30 0.5257 3.2926 1.9314
C20 3.2772 0.9543 0.7478
H31 3.9563 1.7566 1.0705
H32 3.6914 0.4802 -0.1469
H33 3.1815 0.2269 1.5664
C21 1.9865 3.0334 -0.7941
H34 2.2346 2.6073 -1.7709
H35 2.8219 3.6455 -0.4310
H36 1.1008 3.6712 -0.9021
P2 1.0041 -1.9368 -0.1980
C22 -0.1181 -3.0992 -1.0641
H37 0.4586 -3.9695 -1.4133
H38 -0.5554 -2.5857 -1.9270
H39 -0.9223 -3.4465 -0.4034
C23 2.5390 -2.1154 -1.1809
H40 2.3396 -1.8968 -2.2366
H41 2.9133 -3.1459 -1.0841
H42 3.3046 -1.4277 -0.8021
C24 1.4351 -2.9739 1.2576
H43 1.6901 -3.9973 0.9273
H44 0.6035 -3.0257 1.9729
H45 2.3017 -2.5434 1.7823
C25 -0.3706 1.3373 9.4190
C26 0.0330 0.8096 8.0690
C27 0.1111 -0.5727 7.8627
C28 0.5543 -1.0864 6.6494
C29 0.9348 -0.2178 5.6225
C30 0.8251 1.1658 5.8023
C31 0.3677 1.6724 7.0183
S1 1.5850 -0.9334 4.1072
O1 3.0355 -0.7731 4.1395
O2 1.0608 -2.2889 4.1677
O3 0.9602 -0.1468 3.0211
H46 -1.3126 0.8855 9.7502
H47 0.3851 1.0992 10.1798
H48 -0.4941 2.4210 9.3906
H49 -0.1706 -1.2573 8.6663
H50 0.6160 -2.1575 6.4885
H51 1.1078 1.8359 4.9968
H52 0.2774 2.7491 7.1705

The total energy comes out at -2629.2293 Eh. The charge is +1. Its energy relative to the best compared isomer or geometry (same formula, charge and spin) is 0.0 kcal per mole. Its multiplicity is 5. The value obtained for the HOMO-LUMO gap (alpha / beta) is 0.2986 / 0.1513 Ha. For the LUMO energy (alpha / beta), the calculation gives -2.041 / -6.048 eV. For the molar mass, the calculation gives 669.67 g/mol.

***

Entry 4:
The following is a quantum chemistry calculation of a structure of composition C31H53BNO19S4 in a non-equilibrium geometry, from the OMol25 dataset.

CARTESIAN COORDINATES (ANGSTROEM)
O1 3.7159 -0.7991 -0.7742
C1 2.4951 -0.8488 -0.5860
O2 1.7087 0.1262 -0.1686
B1 0.3664 -0.3627 -0.1095
O3 0.4350 -1.7049 -0.7168
C2 1.6496 -2.0956 -0.8755
O4 2.0191 -3.2481 -1.1576
O5 -0.5119 0.5967 -0.8359
C3 -1.4926 1.0182 -0.0919
O6 -2.3398 1.8464 -0.3007
C4 -1.2006 0.3258 1.3665
O7 -0.1220 -0.3991 1.2674
O8 -1.8355 0.4152 2.4474
C5 2.9429 -0.0342 -2.9008
C6 2.4759 -1.2431 -3.6729
O9 1.9240 -1.0012 -4.6795
C7 2.7409 -2.6163 -3.0652
H1 3.9899 -0.2739 -2.7156
H2 2.4875 0.0812 -1.9172
H3 2.7874 0.9219 -3.4006
H4 3.4750 -2.5890 -2.2599
H5 2.8567 -3.2745 -3.9263
H6 1.9546 -3.0655 -2.4584
C8 4.5214 -2.6275 -0.7841
C9 3.8973 -3.9032 -1.2391
O10 4.0730 -4.2712 -2.3794
C10 3.1248 -4.7130 -0.1738
H7 5.4879 -2.9857 -0.4296
H8 4.0135 -2.3285 0.1328
H9 4.6789 -1.9550 -1.6274
H10 2.1709 -4.2551 0.0881
H11 3.6786 -4.8608 0.7533
H12 2.8839 -5.7103 -0.5417
C11 0.2677 -0.2068 -5.2496
C12 0.5423 0.5938 -3.9828
O11 1.4104 1.4268 -3.8541
C13 -0.3243 0.2577 -2.7864
H13 -0.6245 -0.1035 -5.8672
H14 0.1902 -1.2666 -5.0070
H15 1.0954 -0.2897 -5.9540
H16 -0.4262 1.1854 -2.2232
H17 0.2622 -0.4584 -2.2109
H18 -1.3188 -0.1576 -2.9495
C14 -2.2679 2.3215 1.8649
C15 -1.4681 2.6992 3.0357
N1 -0.8790 2.9531 3.9935
H19 -2.6593 1.3546 2.1812
H20 -1.6860 2.0682 0.9788
H21 -2.9860 3.0946 1.5915
C16 -3.1376 -1.4109 0.5455
C17 -3.7262 -0.7812 1.7680
C18 -5.1045 -0.1256 1.4428
S1 -4.7732 0.7926 -0.1189
O12 -4.0799 2.0534 0.2217
O13 -5.9702 0.8036 -0.9452
C19 -3.4171 -0.4238 -0.7088
H22 -3.6902 -2.3377 0.3910
H23 -2.0947 -1.6255 0.7790
H24 -2.9834 -0.0202 2.0072
H25 -3.6399 -1.3747 2.6781
H26 -5.6067 0.4866 2.1918
H27 -5.7940 -0.9020 1.1113
H28 -2.6142 0.0661 -1.2598
H29 -3.8377 -1.0275 -1.5129
C20 -1.4606 4.3437 -0.4954
C21 -1.6087 4.1078 -1.9894
C22 -0.5936 2.9634 -2.2843
S2 0.9478 3.2982 -1.2670
O14 1.9279 3.9893 -2.0698
O15 1.2886 2.2027 -0.3881
C23 0.1240 4.5078 -0.1744
H30 -1.8770 3.5011 0.0567
H31 -1.8818 5.2475 -0.0551
H32 -1.2957 5.0072 -2.5199
H33 -2.6467 3.8537 -2.2040
H34 -0.1727 2.9726 -3.2897
H35 -1.0941 2.0526 -1.9556
H36 0.3640 5.5139 -0.5182
H37 0.5020 4.4682 0.8472
C24 -0.8601 -1.8289 2.9858
C25 -0.9574 -2.3300 1.6116
C26 -1.7330 -3.7045 1.5701
S3 -1.2712 -4.5027 3.1813
O16 -0.2547 -5.5357 3.0530
O17 -2.5247 -4.8847 3.9087
C27 -0.5196 -2.9978 3.9609
H38 -1.8165 -1.4821 3.3770
H39 -0.1050 -1.1002 3.2806
H40 0.0039 -2.6751 1.2311
H41 -0.9640 -1.4890 0.9183
H42 -1.4766 -4.4900 0.8593
H43 -2.8095 -3.5389 1.5284
H44 0.5584 -3.1570 3.9341
H45 -0.8171 -2.7810 4.9869
C28 2.2221 1.2135 2.5749
C29 0.7414 1.3499 2.5323
C30 0.2864 2.6415 1.6957
S4 1.6326 3.8811 2.0871
O18 1.1006 4.5486 3.2614
O19 1.9932 4.5775 0.7954
C31 2.8766 2.5763 2.4732
H46 2.4295 0.6021 1.6967
H47 2.4597 0.5204 3.3819
H48 0.5965 1.5739 3.5891
H49 0.2041 0.4079 2.4219
H50 -0.6756 3.1539 1.6850
H51 0.5070 2.3080 0.6817
H52 3.6611 2.9227 3.1460
H53 3.2778 2.3801 1.4789

The total energy comes out at -4313.5343 Eh. The charge is -1. Its energy relative to the best compared isomer or geometry (same formula, charge and spin) is 929.7 kcal per mole. The value obtained for the HOMO-LUMO gap is 0.2754 Ha. For the LUMO energy, the calculation gives 0.859 eV. For the molar mass, the calculation gives 882.83 g/mol.